# C8H8

The molecule C8H8 at a distorted geometry (wB97M-V/def2-TZVPD, the Open Molecules 2025 dataset).

As for the multiplicity: 1. As for the HOMO-LUMO gap: 5.72 eV. The value obtained for the energy above the lowest of the compared OMol25 structures with the same formula, charge and spin is 903.4 kJ/mol. The HOMO energy is -6.86 eV.

Each line ends with the natural charge from an NBO analysis.
CARTESIAN COORDINATES (ANGSTROEM)
C (-1.511103, 0.064342, -0.338914)  -0.257
C (-2.739700, -0.045224, 0.313497)  -0.286
C (-0.202219, -0.587011, 0.559408)  -0.117
C (-0.312488, -0.525967, -0.925129)  -0.119
C (0.682472, 0.195021, -1.494413)  -0.112
C (1.764597, 0.301134, -0.497618)  -0.286
C (2.074235, -0.754151, 0.509174)  -0.279
C (1.083862, 0.191788, 0.895362)  -0.272
H (-1.390041, 1.172265, -0.213804)  0.203
H (-2.876261, 0.575443, 1.181715)  0.205
H (-3.510449, -0.701830, -0.070981)  0.198
H (-0.359997, -1.573133, 0.976410)  0.254
H (0.681423, 0.431793, -2.554219)  0.227
H (2.475548, 1.070139, -0.771057)  0.226
H (3.116976, -0.803598, 0.814075)  0.207
H (1.023144, 0.988985, 1.616501)  0.210

Cartesian forces, eV/Å:
C -1.9 3.5 1.0
C 0.6 -1.9 -1.7
C 3.1 -0.9 -1.2
C -1.8 0.0 0.1
C 0.3 -2.0 0.3
C -0.7 0.4 -1.6
C 0.2 0.6 -0.4
C -0.6 0.1 0.8
H 1.1 -0.5 0.1
H -0.5 0.5 -0.3
H 0.0 -0.6 0.8
H -0.5 0.3 0.4
H 0.2 0.8 0.3
H 0.5 0.0 0.4
H -0.4 -0.3 0.6
H 0.4 0.2 0.4